[1]
Density functional theory data (wB97M-V/def2-TZVPD) for a molecular structure, C11H10ClNNd.

Last column: Löwdin spin population.
Geometry (Å):
C (-2.59481, 0.25648, -0.35248)  -0.01
C (-1.51269, 0.37080, -1.29132)  0.00
C (-0.74791, 1.52409, -0.93764)  0.00
H (-1.37077, -0.23394, -2.17185)  0.00
C (-1.31690, 2.13430, 0.21622)  0.00
C (-2.54255, 1.43321, 0.50611)  0.00
H (-3.33927, 1.91493, 1.08930)  0.00
H (-3.31466, -0.58205, -0.28878)  0.00
H (0.06938, 1.94484, -1.56568)  0.00
H (-0.90136, 2.95523, 0.77706)  0.00
Nd (-0.22565, -0.37345, 0.84125)  3.05
Cl (-0.92966, -2.53918, -0.39240)  -0.01
C (2.21313, -1.55753, 0.60962)  0.00
C (2.61615, -0.20096, 0.81289)  0.00
C (2.61053, 0.44544, -0.46036)  0.00
H (2.99903, 0.21513, 1.74786)  0.00
C (2.19230, -0.49138, -1.43425)  0.00
C (1.94408, -1.71913, -0.78236)  0.00
H (1.69961, -2.65098, -1.29394)  0.00
H (2.18122, -2.34305, 1.36980)  0.00
H (2.99127, 1.44584, -0.66503)  0.00
H (2.16040, -0.33373, -2.51518)  0.00
N (-2.93655, -0.86978, 3.39532)  0.00
C (-1.94432, -0.74513, 2.78582)  -0.01

Atomic forces in eV per Å
-0.1 1.5 0.2
-0.7 1.3 0.6
0.3 0.1 -0.9
0.2 -0.2 0.2
-1.0 -1.1 -0.7
0.9 -0.4 -0.9
0.5 -1.1 0.4
0.5 0.9 -0.1
-0.5 -0.6 0.9
-0.2 0.3 -0.2
0.0 -0.3 -0.6
-0.5 -0.7 0.2
0.1 0.0 -0.3
0.1 0.0 -0.2
-0.1 -0.1 0.5
-0.2 -0.1 -0.3
0.1 -0.2 0.4
0.6 0.1 0.2
-0.1 0.4 0.4
0.0 0.3 -0.3
-0.3 -0.2 0.1
-0.1 0.0 0.5
1.2 0.1 -0.6
-0.7 -0.1 0.6

E_LUMO (spin up / spin down) = 2.802 / 2.810 eV
2S+1 = 4
net charge = -1
frontier orbital gap (spin up / spin down) = 0.2763 / 0.2774 hartree

=====

[2]
Density functional theory data (wB97M-V/def2-TZVPD) for C4H6FNS in the gas phase.

Last column: Mulliken charge in e.
Geometry (Å):
C (0.67351, -1.27571, -0.78120)  0.34
C (-0.67869, -1.08372, -1.24180)  -0.47
C (0.45104, 1.01586, 0.09595)  0.06
C (-0.12041, 0.88988, 1.53626)  -1.03
N (1.49758, 0.03699, -0.12342)  -0.53
F (1.41122, -2.29716, -0.82019)  -0.19
S (-1.03176, 0.78360, -1.00554)  -0.17
H (-0.96007, -1.04478, -2.39304)  0.31
H (-1.47301, -1.59072, -0.66988)  0.28
H (0.78932, 2.01078, -0.08093)  0.45
H (0.09423, -0.16100, 1.81970)  0.29
H (-1.16527, 1.21391, 1.49893)  0.34
H (0.51231, 1.50205, 2.16516)  0.31

Atomic forces in eV per Å
4.9 8.7 3.7
-2.8 2.2 -2.2
-1.2 -1.2 0.6
1.2 -0.2 -0.7
-4.9 -6.1 -3.5
0.2 -1.9 -0.5
0.9 -1.1 -0.3
1.2 -1.2 2.3
0.6 -0.3 -0.3
0.5 0.7 -0.3
-0.8 0.6 0.1
0.3 -0.3 0.6
-0.2 0.2 0.5

E_LUMO (spin up / spin down) = -0.278 / -0.335 eV
SMILES string = C[C@H]1N=C(F)CS1
net charge = 0
frontier orbital gap (spin up / spin down) = 0.3112 / 0.3067 hartree

=====

[3]
Density functional theory data (wB97M-V/def2-TZVPD) for C5H8O in the gas phase.

Last column: Mulliken charge in e.
Geometry (Å):
C (0.59699, 1.60617, -1.02916)  -1.25
C (0.18359, 0.14647, -1.01994)  0.09
C (0.96379, -0.82399, -0.13477)  -0.66
O (-1.11493, -1.63775, 2.06221)  -0.47
C (-0.43088, -0.48147, 0.15976)  0.18
C (-1.36218, -0.72350, 1.06063)  -0.26
H (0.82204, 1.95306, -0.01487)  0.32
H (-0.18457, 2.25887, -1.43286)  0.33
H (1.50067, 1.73258, -1.63835)  0.31
H (-0.10791, -0.24378, -1.99823)  0.31
H (1.18236, -1.82255, -0.50831)  0.24
H (1.71703, -0.41005, 0.53735)  0.22
H (-1.40568, -1.26808, 2.90381)  0.32
H (-2.36034, -0.28597, 1.05273)  0.33

Atomic forces in eV per Å
0.0 0.0 0.1
0.0 0.1 -0.1
0.1 -0.2 0.1
0.0 0.0 0.2
0.0 -0.1 0.3
0.1 0.3 -0.4
0.0 -0.1 -0.1
0.1 -0.2 0.0
-0.2 0.0 0.1
0.0 0.0 0.3
0.0 0.2 0.0
-0.1 0.0 -0.2
-0.1 -0.1 -0.1
0.2 0.0 0.0

E_LUMO = 0.878 eV
SMILES string = C[C@H]1C/C1=C\O
net charge = 0
frontier orbital gap = 0.3581 hartree

=====

[4]
Density functional theory data (wB97M-V/def2-TZVPD) for a molecular structure, C23H25AlN2OS.

Last column: Mulliken charge in e.
Geometry (Å):
C (1.33413, 0.21776, 0.50181)  0.13
C (1.52949, -0.47738, -0.76490)  -1.22
C (1.97971, 0.46118, -1.70629)  0.12
H (1.58078, -1.55936, -0.86958)  0.70
C (2.00992, 1.74514, -1.10142)  -0.47
C (1.56469, 1.63663, 0.22124)  -1.55
H (2.42313, 2.63978, -1.56426)  0.51
C (-1.15878, -2.01716, 1.34217)  -1.22
C (-0.39379, -3.03686, 0.77627)  -0.87
C (-0.49350, -2.96671, -0.64990)  -0.35
H (0.16888, -3.80163, 1.30361)  0.47
C (-1.34554, -1.91200, -0.97824)  -0.89
C (-1.85033, -1.30176, 0.27247)  0.15
H (2.34795, 0.21815, -2.70204)  0.57
H (1.54330, 2.43365, 0.96454)  0.46
H (1.42708, -0.25789, 1.48096)  0.93
H (-2.85454, -0.86682, 0.36041)  0.58
H (-0.01431, -3.63328, -1.37021)  0.48
H (-1.31117, -1.81801, 2.39957)  0.62
Al (-0.62938, 0.33658, 0.09262)  -0.33
C (-1.78870, -1.44078, -2.33258)  2.57
C (-3.31174, -1.67317, -2.36066)  -1.77
C (-1.13986, -2.23681, -3.47103)  -2.13
H (-3.49179, -2.72324, -2.07596)  0.42
H (-3.73005, -1.50207, -3.36057)  0.45
H (-3.82918, -1.03780, -1.63060)  0.36
H (-1.33231, -3.30867, -3.31847)  0.47
H (-0.05585, -2.06853, -3.52290)  0.36
H (-1.58115, -1.93036, -4.42919)  0.43
C (-1.34334, 0.05633, -2.43076)  1.44
C (-2.13982, 0.92617, -3.38157)  -0.50
H (-0.27573, 0.13241, -2.67147)  -0.35
H (-1.54750, 0.62658, -1.44244)  -0.01
O (-3.34292, 1.05247, -3.18508)  -0.63
N (-1.44275, 1.61233, -4.36707)  -0.02
C (-0.27738, 2.43565, -3.99469)  -0.82
H (-2.08753, 2.08934, -4.99488)  0.32
C (1.01505, 1.92810, -4.58225)  0.53
C (2.19144, 2.65540, -4.36116)  -0.30
H (2.11849, 3.62550, -3.86608)  0.49
C (3.42685, 2.12025, -4.72326)  -0.54
H (4.34244, 2.67389, -4.50301)  0.38
C (3.48178, 0.87195, -5.36165)  -0.50
H (4.45196, 0.44413, -5.62898)  0.36
C (2.29879, 0.18899, -5.67250)  -0.66
H (2.32796, -0.76108, -6.21002)  0.39
C (1.06011, 0.72920, -5.29592)  -0.21
H (0.12519, 0.21883, -5.53412)  0.46
H (-0.16689, 2.50895, -2.89505)  -0.03
H (-0.45803, 3.45894, -4.35180)  0.61
S (-1.27787, 1.49005, 1.93198)  -0.41
C (-0.36544, 0.68284, 3.07609)  0.60
N (0.28789, 0.11430, 3.88133)  -0.57

Atomic forces in eV per Å
0.0 0.3 -0.9
1.5 0.4 0.0
0.1 -0.4 0.4
-0.2 0.4 0.0
-0.2 -0.2 0.3
0.6 -0.4 -0.2
-0.4 -0.1 0.1
-0.1 -0.8 -0.2
-0.5 0.6 0.2
-1.0 0.8 -0.2
0.0 0.4 0.1
0.3 -1.1 0.7
1.1 0.2 -0.9
-0.3 0.1 0.2
-0.1 -0.3 -0.3
-0.3 0.2 -0.3
0.4 -0.2 0.1
0.0 0.3 0.3
0.1 -0.2 -0.2
0.9 -1.8 1.8
-0.2 0.1 0.4
-0.2 0.0 -0.2
0.0 0.2 0.0
0.1 0.3 -0.1
0.0 0.1 0.3
0.1 -0.2 -0.4
0.0 0.3 -0.1
-0.2 -0.1 0.1
0.1 -0.1 0.1
0.1 0.4 -0.4
-1.1 0.9 0.5
-0.2 -0.2 0.3
-0.3 -0.3 -1.1
0.9 -0.2 -0.8
-0.6 0.1 0.3
0.0 0.0 -0.2
0.1 -0.1 0.3
0.3 -0.2 -0.3
0.0 -0.4 0.0
0.1 -0.2 -0.1
-0.3 -0.1 -0.1
-0.3 -0.2 -0.1
-0.2 0.0 0.0
-0.4 0.1 0.1
0.0 0.4 0.1
0.1 0.3 0.2
0.4 0.0 0.2
0.4 0.1 0.1
-0.1 -0.1 -0.4
-0.1 -0.2 0.1
-1.2 1.2 0.3
2.0 -1.7 1.9
-1.7 1.5 -2.0

E_LUMO = -1.139 eV
net charge = 0
frontier orbital gap = 0.2536 hartree

=====

[5]
Density functional theory data (wB97M-V/def2-TZVPD) for a molecular structure, C31H52CeNOSi4.

Last column: Löwdin spin population.
Geometry (Å):
C (1.92319, 0.05616, 1.55936)  0.00
C (2.38641, -0.50719, 0.31034)  0.00
C (2.29156, 0.50805, -0.68885)  0.00
H (2.72286, -1.54406, 0.17156)  0.00
C (1.82983, 1.72768, -0.07888)  0.00
C (1.61508, 1.44990, 1.32644)  0.00
H (1.47306, 2.64070, -0.59393)  0.00
C (-1.20919, -1.59977, 1.51413)  0.00
C (-0.13022, -2.28877, 0.87424)  0.00
C (-0.42348, -2.36946, -0.51648)  0.00
H (0.77884, -2.64339, 1.37304)  0.00
C (-1.66260, -1.69334, -0.73247)  0.00
C (-2.17133, -1.19666, 0.51778)  0.00
H (2.54916, 0.38554, -1.73983)  0.00
H (1.09734, 2.13452, 2.01571)  0.00
H (1.80224, -0.48717, 2.50890)  0.00
H (-3.04240, -0.51435, 0.65049)  0.00
H (0.21757, -2.80154, -1.29697)  0.00
H (-1.21568, -1.28544, 2.56039)  0.00
Ce (-0.17780, 0.26024, 0.15954)  1.01
C (-2.39720, -1.50318, -2.06189)  0.00
C (-3.80422, -2.13272, -1.89493)  0.00
C (-1.63883, -2.20117, -3.21747)  0.00
H (-3.69690, -3.12068, -1.43392)  0.00
H (-4.28800, -2.24078, -2.87239)  0.00
H (-4.43022, -1.50402, -1.24848)  0.00
H (-1.69980, -3.28771, -3.07219)  0.00
H (-0.58416, -1.89625, -3.24408)  0.00
H (-2.11235, -1.94101, -4.17351)  0.00
C (-2.60154, 0.01935, -2.40799)  0.00
C (-1.30576, 0.71662, -2.81776)  0.00
H (-3.06386, 0.54981, -1.54826)  0.00
H (-3.29866, 0.10594, -3.26016)  0.00
O (-0.25489, 0.64596, -2.10390)  0.00
N (-1.27383, 1.50993, -3.90588)  0.00
C (-0.23739, 2.54436, -4.05841)  0.00
H (-1.85044, 1.21533, -4.69122)  0.00
C (1.16221, 2.00032, -4.35726)  0.00
C (2.30156, 2.65513, -3.88022)  0.00
H (2.17670, 3.54156, -3.25181)  0.00
C (3.57378, 2.15284, -4.19808)  0.00
H (4.46073, 2.66356, -3.81338)  0.00
C (3.69882, 1.01722, -5.00911)  0.00
H (4.69283, 0.62989, -5.26700)  0.00
C (2.54548, 0.37912, -5.50763)  0.00
H (2.62406, -0.50401, -6.14581)  0.00
C (1.27736, 0.87725, -5.19237)  0.00
H (0.36299, 0.40166, -5.58121)  0.00
H (-0.20039, 3.20062, -3.16805)  0.00
H (-0.59525, 3.12302, -4.91598)  0.00
C (-4.29716, 1.83405, 2.85222)  0.00
Si (-3.21330, 0.67247, 3.81964)  0.00
C (-3.53369, 0.89050, 5.64184)  0.00
C (-3.74286, -1.09824, 3.54023)  0.00
Si (-1.00312, 1.19021, 3.35278)  0.00
Si (-0.71326, 3.46610, 3.63869)  0.00
C (-1.63287, 3.95541, 5.17929)  0.00
C (1.05220, 4.02123, 3.88569)  0.00
C (-1.42209, 4.34143, 2.15941)  0.00
Si (0.38111, 0.13862, 4.92390)  0.00
C (-0.11818, 0.59300, 6.66579)  0.00
C (0.23131, -1.72183, 4.75885)  0.00
C (2.20497, 0.59046, 4.95170)  0.00
H (-5.34849, 1.60066, 3.10747)  0.00
H (-4.18038, 1.71046, 1.75855)  0.00
H (-4.10858, 2.89417, 3.09845)  0.00
H (-4.63111, 0.81120, 5.77187)  0.00
H (-3.05373, 0.07532, 6.21202)  0.00
H (-3.20107, 1.85756, 6.04627)  0.00
H (-3.74240, -1.41573, 2.48758)  0.00
H (-3.10991, -1.80507, 4.10913)  0.00
H (-4.77436, -1.19183, 3.93510)  0.00
H (-1.26479, 3.42323, 6.07492)  0.00
H (-1.45528, 5.03808, 5.32162)  0.00
H (-2.71981, 3.79025, 5.08996)  0.00
H (1.71401, 3.81018, 3.02947)  0.00
H (1.01819, 5.12055, 4.01895)  0.00
H (1.50388, 3.57687, 4.78804)  0.00
H (-0.86810, 4.10110, 1.23244)  0.00
H (-2.48997, 4.11149, 1.99619)  0.00
H (-1.32491, 5.42844, 2.34049)  0.00
H (-1.14094, 0.29774, 6.93439)  0.00
H (0.59284, 0.06422, 7.33671)  0.00
H (0.00023, 1.67695, 6.84263)  0.00
H (0.61605, -2.11532, 3.80103)  0.00
H (0.83054, -2.18252, 5.56690)  0.00
H (-0.80563, -2.08428, 4.88122)  0.00
H (2.76244, 0.36662, 4.02973)  0.00
H (2.34574, 1.65654, 5.19099)  0.00
H (2.65608, -0.00508, 5.77756)  0.00

Atomic forces in eV per Å
1.0 0.8 -0.6
-0.2 1.1 0.6
0.5 0.3 0.6
-0.3 0.7 0.0
0.8 -0.4 1.1
1.6 0.2 -0.4
0.6 -0.6 0.3
-0.4 -0.7 -0.1
-0.9 0.1 0.3
-0.4 0.6 0.1
-0.6 0.1 -0.3
-0.7 -0.2 0.0
0.4 -1.4 -0.1
-0.2 0.0 0.3
0.7 -0.6 -0.4
0.1 0.4 -0.8
0.7 -0.8 0.0
-0.4 0.2 0.5
-0.1 -0.4 -0.5
-1.4 0.2 1.0
0.1 0.0 0.2
0.3 0.2 -0.2
-0.3 0.3 0.4
-0.1 0.2 -0.1
-0.1 0.0 0.1
0.1 -0.2 -0.1
0.1 0.3 -0.1
-0.2 -0.1 0.0
0.1 -0.2 0.1
0.4 -0.6 -0.7
1.4 0.1 1.1
0.4 -0.1 -0.4
0.1 0.0 0.4
-2.2 0.7 -2.1
-0.3 -0.5 0.4
0.3 -0.3 -0.5
0.0 0.7 0.4
-0.2 -0.1 -0.3
-0.1 -0.5 -0.2
0.2 -0.3 -0.2
-0.3 0.0 -0.1
-0.3 -0.2 -0.2
-0.3 0.0 0.0
-0.5 0.2 0.2
0.0 0.3 0.2
0.1 0.3 0.2
0.4 0.2 0.3
0.6 0.1 0.2
-0.2 -0.5 -0.4
0.2 0.2 0.2
-0.8 0.3 -0.4
1.2 0.2 0.5
-0.7 0.1 0.5
-0.4 -0.6 -0.1
0.4 -0.3 -1.3
-0.3 -1.4 0.4
-0.2 0.9 0.4
0.5 0.5 0.0
-0.2 0.8 -0.5
-0.6 0.5 -0.3
0.2 -0.1 0.8
0.2 -0.7 0.2
0.6 -0.2 0.1
0.3 0.2 -0.2
0.0 0.1 0.4
-0.1 -0.4 -0.1
0.3 0.0 0.3
-0.3 0.3 -0.2
-0.1 -0.4 -0.1
-0.1 0.0 0.4
-0.2 0.3 -0.3
0.4 0.0 -0.2
-0.2 0.2 -0.4
-0.2 -0.2 0.2
0.4 0.1 0.1
-0.2 0.1 0.4
0.2 -0.4 0.0
-0.2 0.2 -0.3
-0.2 0.1 0.4
0.5 0.1 0.1
-0.1 -0.2 -0.3
0.3 0.1 0.0
-0.4 0.3 -0.1
-0.1 -0.4 -0.1
-0.2 0.2 0.3
-0.2 0.0 -0.3
0.4 0.2 -0.1
-0.1 0.2 0.4
0.0 -0.4 -0.1
-0.1 0.4 -0.4

E_LUMO (spin up / spin down) = -0.167 / -0.170 eV
2S+1 = 2
net charge = 0
frontier orbital gap (spin up / spin down) = 0.2003 / 0.1996 hartree

=====

[6]
Density functional theory data (wB97M-V/def2-TZVPD) for C6H14N2O2 in the gas phase.

Last column: Mulliken charge in e.
Geometry (Å):
C (0.48774, 0.66124, -0.74022)  0.64
C (0.97384, 1.57581, -1.93313)  0.00
C (-0.64564, 1.09096, 0.09244)  -0.71
C (-0.72254, 0.22704, 1.35618)  -0.47
C (-1.04982, -1.23258, 0.99480)  -0.19
C (-1.06319, -2.30031, 2.08123)  -0.22
H (1.74949, 0.67504, 1.00130)  0.14
H (2.04380, -0.47823, -0.20962)  0.25
H (0.35804, -0.38333, -1.19151)  0.20
H (-1.55303, 0.89480, -0.45286)  0.33
H (-0.67757, 2.20426, 0.40063)  0.28
H (-1.60751, 0.58786, 2.02210)  0.30
H (0.17643, 0.15552, 1.98324)  0.28
H (-0.43299, -1.58695, 0.09401)  -0.09
H (-2.06998, -1.33342, 0.53356)  0.20
H (-0.13108, -2.87049, 2.24825)  0.24
H (-1.17692, -1.60129, 3.01627)  0.18
H (-2.98572, -3.16400, 1.83896)  0.13
H (-1.80681, -4.28967, 1.92951)  0.17
H (2.62636, 1.40986, -1.07346)  0.45
N (1.57286, 0.38747, 0.11334)  -0.60
N (-2.02438, -3.29032, 1.95138)  -0.43
O (0.30416, 1.92879, -2.82586)  -0.53
O (2.29156, 1.81708, -1.88679)  -0.54

Atomic forces in eV per Å
1.3 -0.9 -1.3
1.0 -1.3 2.2
-1.6 1.6 1.4
-2.1 -0.9 1.3
-0.3 -1.2 -3.0
1.3 2.2 2.3
0.1 1.0 2.6
-0.1 1.1 1.2
-0.8 1.7 -0.1
-0.6 0.3 -0.2
0.4 -1.6 -0.8
1.6 -0.4 -1.0
-0.3 0.7 -0.1
-0.4 0.4 1.3
0.6 0.6 0.5
0.0 0.8 -0.3
0.0 -1.5 -0.7
-1.3 0.9 -0.1
0.3 1.1 0.1
-0.1 -0.1 0.4
3.1 -2.8 -3.4
-0.3 -2.9 -0.2
-1.7 0.8 -1.7
0.0 0.4 -0.6

E_LUMO = 0.637 eV
SMILES string = NCCCC[C@H](N)C(=O)O
net charge = 0
frontier orbital gap = 0.3471 hartree

=====

Molar mass: 335.90, 119.16, 84.12, 404.51, 707.22, 146.19 (g/mol)
ΔE to the lowest compared entry with this formula, charge and spin: 0.00, 93.79, 50.02, 22.21, 39.73, 61.62 (kcal per mole)